Entry 1:
ORCA calculation (ωB97M-V/def2-TZVPD) on a cluster of 2 separate species, C4H5NO2 in total in a non-equilibrium geometry.

Last column: Mulliken charge in e.
Element x y z (Å)
C 0.27307 0.95989 0.57281  -1.001
C -0.00685 1.00880 1.96106  0.305
C -0.47019 0.06376 -1.37880  0.595
C -0.05909 -1.32998 -1.68712  -0.823
N -0.10220 0.54842 3.03524  0.469
O -0.92765 0.97111 -2.00340  -0.381
O -0.32418 0.34505 4.20890  -0.647
H 1.20346 0.49005 0.37505  0.322
H 0.38935 1.96729 0.05373  0.282
H -0.90537 -2.14451 -1.55098  0.277
H 0.27972 -1.37679 -2.68580  0.317
H 0.64993 -1.50309 -0.90067  0.285

Forces on the atoms, in the same order (eV/Å):
0.14 1.12 -3.54
-0.35 -1.44 0.57
-1.57 3.48 0.94
-2.16 -1.13 1.77
-0.56 1.32 -0.28
1.03 -2.32 0.84
0.26 -0.41 -0.12
1.06 -0.60 0.24
-0.70 -1.17 0.91
1.39 2.02 -0.16
0.68 -0.12 -1.03
0.78 -0.74 -0.14

Total charge   0
DFT total energy   -360.44413 hartree
Relative energy (zero: lowest compared OMol25 entry of this formula, charge and spin)   141.4 kcal per mole


Entry 2:
ORCA calculation (ωB97M-V/def2-TZVPD) on a cluster of 9 separate species, C21H33Br4F2N5O10 in total in a non-equilibrium geometry.

Last column: Mulliken charge in e.
Element x y z (Å)
C 2.52783 2.01249 4.26245  -0.832
N 1.69048 2.49028 3.13281  0.830
O 2.03561 2.20117 2.02606  -0.442
O 0.69654 3.09859 3.38071  -0.535
H 2.91216 1.03390 4.01419  0.300
H 1.94372 2.07191 5.16670  0.323
H 3.38375 2.68537 4.33952  0.305
C -1.08100 1.46800 0.33020  -0.064
N -1.00283 0.06533 -0.23118  0.726
O -0.84440 -0.08029 -1.44271  -0.194
O -1.29366 -0.85658 0.53973  -0.548
H -0.91836 2.15270 -0.49475  0.145
H -0.29406 1.51770 1.07969  0.065
H -2.06043 1.60615 0.76379  -0.091
C 1.25318 4.45082 -1.48160  -0.554
N 2.48420 5.12864 -1.05326  0.989
O 2.39122 6.27665 -0.79395  -0.581
O 3.45737 4.48855 -0.96846  -0.553
H 1.45460 3.61054 -2.13132  0.177
H 0.67730 5.20599 -2.00251  0.363
H 0.73945 4.15375 -0.57347  0.181
C -1.70182 -0.21349 -4.40442  -0.389
N -2.60208 -0.15916 -5.57818  0.986
O -2.95723 -1.22794 -6.02886  -0.562
O -2.94824 0.94000 -5.97448  -0.594
H -2.08604 0.48407 -3.67684  0.242
H -0.74877 0.15695 -4.78913  0.314
H -1.59939 -1.23667 -4.10242  -0.046
C -5.28871 -2.83552 -1.90142  -0.874
N -3.86003 -2.47394 -1.66327  0.896
O -3.48572 -1.38475 -1.98920  -0.474
O -3.16377 -3.32459 -1.16192  -0.507
H -5.78327 -1.92046 -2.22144  0.306
H -5.70063 -3.18908 -0.97359  0.315
H -5.26375 -3.49329 -2.76284  0.337
Br -6.35745 4.50243 1.90255  -0.159
C -4.73441 4.10456 2.89246  -0.554
C -4.39962 2.65816 2.66971  -0.648
Br -2.69035 2.25610 3.54043  -0.137
H -4.92623 4.37051 3.92428  0.367
H -3.92678 4.73377 2.53471  0.373
H -4.22833 2.47076 1.61083  0.344
H -5.14383 1.92531 2.95815  0.415
Br 0.68935 -3.54566 -4.15643  -0.097
C -0.20483 -3.03685 -2.51950  0.129
C -0.00770 -4.02562 -1.41132  -0.673
Br 1.87693 -4.38581 -1.04766  -0.181
H -1.26908 -2.90477 -2.68243  0.160
H 0.18547 -2.07400 -2.20165  -0.171
H -0.45390 -4.98731 -1.63837  0.509
H -0.43116 -3.65775 -0.48292  0.316
F 5.42428 -1.79285 -0.74328  -0.369
C 4.44242 -1.00669 -1.14914  0.428
C 3.89402 -0.09702 -0.28199  -0.661
C 2.81208 0.65355 -0.73156  0.046
C 2.21600 0.41989 -1.95613  -0.519
C 2.81185 -0.50422 -2.80192  -0.400
C 3.92624 -1.22552 -2.40905  -0.695
H 4.25836 0.06854 0.72207  0.555
H 2.43553 1.43257 -0.07155  0.382
H 1.32754 0.93991 -2.28189  0.415
H 2.36032 -0.83424 -3.73532  0.437
H 4.34830 -2.03450 -2.98953  0.412
F 1.98793 -2.61770 6.15676  -0.323
C 1.91329 -2.59967 4.83273  0.363
C 3.05250 -2.88411 4.11375  -0.389
C 3.05433 -2.77152 2.74078  -0.762
C 1.89791 -2.31803 2.08955  -0.137
C 0.76942 -1.99552 2.83129  -0.391
C 0.74103 -2.22525 4.20452  -0.640
H 3.91448 -3.19282 4.70066  0.403
H 3.87971 -3.02381 2.08311  0.406
H 1.90046 -2.07631 1.03311  0.600
H -0.13740 -1.62477 2.36957  0.467
H -0.17192 -1.99755 4.74592  0.418

Forces on the atoms, in the same order (eV/Å):
0.59 0.43 0.06
0.44 -0.72 0.91
0.83 -0.44 -1.62
-1.44 1.05 0.66
-0.20 -0.27 0.01
-0.15 -0.18 0.10
-0.14 0.07 -0.09
0.76 -0.63 -0.45
-1.78 -0.88 -0.39
0.28 0.39 1.43
0.84 1.19 -0.90
0.11 -0.02 0.02
-0.12 0.23 0.06
-0.08 -0.21 0.15
-0.91 0.17 -0.39
-2.07 -0.63 -0.67
-0.38 3.07 0.67
3.35 -2.34 0.25
0.31 -0.16 0.12
-0.23 -0.04 0.00
-0.04 -0.11 0.06
0.64 0.69 -0.73
-0.47 -0.03 0.30
-0.15 0.12 -0.37
0.16 -0.41 -0.04
-0.06 -0.13 0.30
0.01 -0.02 0.22
-0.13 -0.21 0.31
0.20 1.18 -0.70
-0.58 -0.78 0.39
0.34 1.19 -0.41
0.26 -0.44 0.20
0.00 -0.03 0.15
-0.09 -0.59 0.04
-0.23 -0.55 0.33
0.02 0.11 -0.05
-0.06 -0.02 0.13
0.45 -0.32 -0.55
-0.30 -0.01 0.07
-0.07 -0.19 0.14
-0.10 0.11 -0.21
0.09 0.16 -0.01
-0.07 0.19 0.54
-0.24 0.07 -0.16
0.25 0.44 0.60
0.13 -0.53 0.05
-0.10 0.06 0.07
-0.03 -0.17 -0.27
0.16 0.03 -0.27
0.02 -0.10 -0.04
-0.05 0.18 0.01
1.06 -0.56 0.45
-0.78 0.04 -0.20
-0.30 0.67 -0.02
-0.30 0.42 0.58
0.50 0.01 -0.43
-0.23 -0.96 -0.41
-0.04 0.00 0.23
0.24 -0.13 -0.06
-0.06 -0.25 -0.14
-0.01 0.12 0.10
-0.07 0.47 0.02
-0.05 0.12 -0.20
-0.12 -0.26 0.98
-0.42 0.37 -1.08
0.73 -0.38 0.52
-0.83 0.17 -1.12
0.08 0.73 0.30
-0.12 -0.65 0.20
-0.13 0.59 0.02
0.04 0.02 -0.31
0.28 0.00 0.50
0.13 -0.35 -0.03
0.16 -0.03 -0.15
0.24 -0.10 0.21

Total charge   0
SMILES   C[N+](=O)[O-].C[N+](=O)[O-].C[N+](=O)[O-].C[N+](=O)[O-].C[N+](=O)[O-].Fc1ccccc1.Fc1ccccc1.BrCCBr.BrCCBr
DFT total energy   -12341.46974 hartree
Relative energy (zero: lowest compared OMol25 entry of this formula, charge and spin)   0.0 kcal per mole


Entry 3:
ORCA calculation (ωB97M-V/def2-TZVPD) on a cluster of 7 separate species, H14O7 in total.

Last column: Mulliken charge in e.
Element x y z (Å)
O 12.66087 16.48553 12.34775  -0.647
H 12.48368 17.38087 12.03119  0.337
H 12.66757 16.55629 13.30762  0.319
O 13.26150 19.99619 8.10135  -0.638
H 13.38671 20.94673 8.00390  0.286
H 13.08587 19.66619 7.21129  0.307
O 12.00969 19.06893 10.66844  -0.651
H 11.05009 19.25776 10.64937  0.379
H 12.31060 19.18347 9.75272  0.325
O 8.25205 17.64501 8.13955  -0.646
H 8.74183 18.11197 8.83653  0.371
H 8.09511 16.76185 8.48695  0.318
O 9.25743 19.44754 10.17002  -0.770
H 9.12338 20.33557 9.81434  0.327
H 8.66031 19.38977 10.92779  0.338
O 12.24531 20.72109 13.36835  -0.645
H 12.19628 21.63559 13.07479  0.308
H 12.28569 20.20234 12.55147  0.352
O 14.73411 18.05478 9.67988  -0.665
H 14.28279 18.33305 10.48366  0.331
H 14.41481 18.67866 9.01621  0.364

Forces on the atoms, in the same order (eV/Å):
-0.04 0.10 0.12
-0.05 -0.04 -0.17
0.02 0.01 -0.05
-0.16 0.04 -0.24
0.05 -0.07 0.05
0.00 0.01 0.09
-0.27 0.25 0.18
0.41 -0.24 -0.14
-0.05 0.01 0.20
0.10 0.08 0.15
-0.18 -0.15 -0.18
0.04 0.02 -0.04
-0.11 0.27 0.21
-0.04 -0.11 -0.02
0.05 -0.04 -0.08
-0.09 -0.09 -0.14
0.04 -0.03 0.02
0.07 0.06 -0.03
0.02 0.09 -0.05
0.05 -0.18 0.07
0.14 0.00 0.05

Total charge   0
SMILES   O.O.O.O.O.O.O
DFT total energy   -535.07351 hartree
Relative energy (zero: lowest compared OMol25 entry of this formula, charge and spin)   31.6 kcal per mole


Entry 4:
ORCA calculation (ωB97M-V/def2-TZVPD) on a structure of composition C3H14O4 in a non-equilibrium geometry.

Last column: Mulliken charge in e.
Element x y z (Å)
C 1.06842 -0.46595 1.80733  -0.479
C 2.16459 -0.06469 0.82359  0.005
C 2.93090 -0.55424 -0.31043  -0.859
H 0.62884 0.47767 1.86117  0.335
H 0.46448 -1.26350 1.31448  0.003
H 1.78223 -0.68091 2.57813  0.415
H 2.54011 0.96045 0.92194  0.332
H 3.09559 0.16858 -1.12833  0.519
H 3.41603 -1.67074 0.21322  0.218
H -1.11321 -1.91398 -0.02377  0.229
H -0.66338 -0.52730 -1.21619  0.376
O -1.43385 -1.48946 -0.79573  -0.877
H -3.77192 -0.00770 0.62343  0.277
H -2.37534 -0.16985 -0.13584  0.368
O -2.81953 0.24006 0.56294  -0.701
H 2.15124 -0.91866 -2.57198  0.247
H -0.52367 1.06974 -2.38007  0.272
O -0.04729 0.36948 -1.81219  -0.730
H -1.54441 1.42319 0.46017  0.490
H -0.28338 1.24752 -0.32230  0.265
O -0.79766 1.91926 0.28036  -0.707

Forces on the atoms, in the same order (eV/Å):
2.79 -1.47 -3.60
0.44 0.88 -3.10
-1.34 -2.98 2.62
-1.51 1.30 0.91
0.44 0.47 1.12
-0.53 -0.63 1.69
-0.81 0.31 0.42
1.46 -0.62 1.23
-1.22 3.03 -2.89
0.42 -0.56 1.05
-1.15 -1.23 -0.45
0.97 2.08 -1.83
1.50 0.15 -0.50
0.79 -2.40 -2.23
-2.94 1.80 3.08
-0.78 0.21 1.73
0.77 -1.92 1.41
0.35 0.86 -0.88
-2.99 -1.26 1.00
-1.07 1.92 0.95
4.40 0.07 -1.76

Total charge   0
DFT total energy   -423.23183 hartree
Relative energy (zero: lowest compared OMol25 entry of this formula, charge and spin)   274.0 kcal per mole


Q: Among the records above, which one has the lowest DFT total energy?
A: C21H33Br4F2N5O10


Q: Look up the total charge of the fourth one.
A: 0